[1]
ORCA calculation (ωB97M-V with the def2-TZVPD basis set) on C22H33Br2N5RbS2 as an isolated structure.

```
65
Properties=species:S:1:pos:R:3:mulliken_charge:R:1
Rb 9.895 11.388 10.835 0.768
C 9.931 12.470 6.616 -1.111
N 9.601 11.262 7.396 0.727
C 10.362 10.064 7.040 -0.908
C 11.875 10.347 7.192 -1.155
N 12.498 9.926 8.415 0.578
C 13.634 10.827 8.771 -1.275
C 12.595 8.573 8.841 -0.255
C 12.687 7.512 7.899 -0.133
C 12.863 6.196 8.259 -0.686
C 12.709 5.794 9.610 -0.584
C 12.504 6.793 10.558 -0.622
C 12.603 8.220 10.242 0.364
S 12.539 9.349 11.574 -0.282
C 8.252 11.178 7.685 0.154
C 7.630 9.952 7.295 -0.193
C 6.274 9.788 7.334 -0.735
C 5.432 10.827 7.730 -0.357
C 5.994 12.021 8.066 -0.774
C 7.394 12.233 8.222 0.240
S 7.943 13.635 8.933 -0.414
H 10.119 12.159 5.505 0.250
H 10.951 12.930 6.982 0.122
H 9.167 13.219 6.697 0.548
H 10.217 9.774 5.992 0.334
H 10.051 9.207 7.685 0.532
H 12.167 11.419 7.050 0.491
H 12.385 9.751 6.392 0.227
H 14.289 10.798 7.890 0.344
H 14.076 10.475 9.693 0.445
H 13.261 11.798 8.962 0.330
H 12.657 7.628 6.778 0.121
H 13.069 5.509 7.473 0.382
H 12.904 4.813 9.966 0.373
H 12.467 6.508 11.677 0.192
H 8.272 9.068 7.029 0.141
H 5.934 8.783 7.070 0.318
H 4.318 10.711 7.919 0.239
H 5.322 12.814 8.436 0.281
Br 7.132 10.608 12.850 -0.106
C 7.036 11.600 14.503 -0.384
Br 7.645 13.380 14.422 -0.112
H 7.682 11.082 15.234 0.232
H 5.986 11.651 14.886 0.350
C 13.633 12.525 12.371 -0.939
N 13.360 12.466 13.788 0.393
C 14.430 11.874 14.601 -1.094
C 12.008 12.451 14.199 -0.061
N 11.032 12.220 13.321 -0.046
N 11.796 12.683 15.562 0.339
C 10.654 12.072 16.240 -0.794
C 12.349 13.942 16.119 -1.070
H 14.733 12.849 12.269 0.248
H 12.961 13.227 11.945 0.319
H 13.544 11.547 11.855 0.204
H 14.886 10.944 14.163 0.315
H 13.955 11.535 15.547 0.386
H 15.288 12.533 14.823 0.271
H 10.080 12.435 13.738 -0.115
H 9.694 12.605 16.091 0.151
H 10.924 12.020 17.331 0.298
H 10.592 10.946 15.901 0.224
H 13.183 14.384 15.505 0.327
H 12.772 13.749 17.090 0.330
H 11.606 14.743 16.213 0.318
```

Results
HOMO level = -3.288 eV
Calculated total energy = -193210.394 eV
Net charge = -1

[2]
ORCA calculation (ωB97M-V with the def2-TZVPD basis set) on an isolated ion of composition C4H6NO and charge +1.

```
12
Properties=species:S:1:pos:R:3:mulliken_charge:R:1
C -1.845 -0.134 -0.050 -0.008
C -1.028 -0.032 -1.112 -0.498
C -0.767 0.399 0.685 -0.654
C 0.201 -0.279 -0.152 0.744
N 1.501 0.528 -0.416 -0.232
O 0.489 -1.608 0.020 -0.533
H -2.968 -0.147 0.066 0.391
H -0.702 1.295 1.467 0.285
H 2.283 -0.064 -0.062 0.367
H 1.172 1.274 0.227 0.365
H 1.632 0.730 -1.449 0.389
H 0.031 -1.963 0.777 0.383
```

Results
HOMO level = -13.726 eV
Calculated total energy = -7770.578 eV
SMILES = [NH3+][C@]1(O)C2=C[C@H]21
Net charge = +1

[3]
ORCA calculation (ωB97M-V with the def2-TZVPD basis set) on C5H14AuClFeO as an isolated structure.

```
23
Properties=species:S:1:pos:R:3:mulliken_spin:R:1
Au 0.421 -1.407 -1.260 0.475
Cl 1.308 -1.714 -3.313 0.150
C 1.694 -1.423 0.362 0.431
H 1.260 -1.838 1.301 0.007
H 2.295 -0.486 0.434 0.007
H 2.322 -2.227 -0.157 -0.012
Fe 0.764 2.544 -0.667 4.063
C -0.464 3.278 -2.031 0.012
C 2.698 2.864 -0.783 0.065
C 0.354 3.123 0.966 0.646
H 3.085 2.990 0.217 0.016
H 3.139 2.018 -1.357 0.027
H 2.723 3.825 -1.379 0.027
H -1.344 3.594 -1.460 0.032
H 0.142 4.107 -2.452 0.027
H -0.633 2.446 -2.745 0.015
H 1.137 3.053 1.822 0.028
H -0.714 3.427 1.201 0.031
C -1.979 -2.508 1.053 -0.002
O -0.863 -2.560 0.207 0.849
H -2.155 -3.536 1.476 0.007
H -2.915 -2.224 0.467 0.069
H -1.888 -1.778 1.842 0.033
```

Results
HOMO level (spin up / spin down) = -2.056 / -3.288 eV
Multiplicity = 8
Calculated total energy = -58052.291 eV
Expectation value of S² = 15.782
Net charge = -1

[4]
ORCA calculation (ωB97M-V with the def2-TZVPD basis set) on one molecule with the formula C4H6N2O.

```
13
Properties=species:S:1:pos:R:3:mulliken_charge:R:1
C -1.184 -1.329 -1.466 -0.977
C -0.465 -0.489 -0.638 -0.012
N -0.436 0.874 -0.681 -0.124
C 0.308 1.422 0.375 -0.659
C 0.810 0.363 1.047 0.544
O 1.657 0.231 2.090 -0.504
N 0.330 -0.787 0.461 -0.115
H -0.948 -1.473 -2.506 0.248
H -1.140 1.322 -1.241 0.338
H -1.892 -2.013 -1.040 0.248
H 0.357 2.481 0.576 0.384
H 1.906 1.110 2.400 0.328
H 0.697 -1.711 0.622 0.300
```

Results
HOMO level = -6.277 eV
Calculated total energy = -9270.802 eV
SMILES = C=C1NC=C(O)N1

[5]
ORCA calculation (ωB97M-V with the def2-TZVPD basis set) on a 2-piece molecular cluster, C5H13NO overall.

```
20
Properties=species:S:1:pos:R:3:mulliken_spin:R:1
N 0.160 -0.338 -0.552 -0.860
C 1.364 0.093 0.151 1.109
C 0.873 0.471 1.550 0.275
C -0.542 0.965 1.278 0.133
C -1.053 0.098 0.138 1.029
C -1.951 -1.062 0.574 1.011
H 0.174 -1.301 -0.849 -0.060
H 1.811 0.954 -0.355 -0.293
H 2.076 -0.729 0.206 -0.197
H 0.863 -0.430 2.177 -0.116
H 1.484 1.227 2.062 -0.061
H -1.163 0.994 2.175 -0.173
H -0.511 2.023 0.992 -0.002
H -1.632 0.689 -0.583 -0.480
H -1.385 -1.950 0.852 -0.289
H -2.517 -0.770 1.466 -0.166
H -2.699 -1.336 -0.175 -0.213
H 1.455 -0.469 -4.186 -0.359
H 1.266 0.593 -3.139 -0.069
O 1.928 0.277 -3.784 0.783
```

Results
HOMO level (spin up / spin down) = 1.334 / -4.803 eV
Multiplicity = 2
Calculated total energy = -8931.913 eV
Expectation value of S² = 0.750
Net charge = -1

[6]
ORCA calculation (ωB97M-V with the def2-TZVPD basis set) on a 2-piece molecular cluster, C4H13N4O overall.

```
22
Properties=species:S:1:pos:R:3:mulliken_charge:R:1
C -2.199 -2.767 -0.711 -0.970
C -0.487 -1.650 0.610 0.704
N -0.107 -0.916 1.631 -0.314
N -1.768 -1.955 0.435 -0.205
N 0.470 -2.227 -0.148 -0.426
H -0.718 -0.491 2.310 0.194
H 0.846 -0.594 1.696 0.207
H -2.427 -1.916 1.202 0.266
H 0.285 -2.347 -1.138 0.258
H 1.383 -1.816 0.002 0.285
H -1.949 -3.810 -0.557 0.346
H -1.873 -2.313 -1.642 0.373
H -3.286 -2.703 -0.760 0.315
C 1.958 2.862 -1.212 -0.982
C 1.182 2.311 -0.068 0.618
O 1.126 1.102 0.146 -0.627
N 0.493 3.187 0.692 -0.352
H 2.937 2.399 -1.251 0.280
H 2.065 3.946 -1.236 0.348
H -0.003 2.884 1.513 0.206
H 0.625 4.185 0.625 0.213
H 1.447 2.627 -2.139 0.261
```

Results
HOMO level = -13.216 eV
Calculated total energy = -12362.297 eV
Net charge = +1

Computed relative energy (zero: lowest compared OMol25 entry of this formula, charge and spin) (eV) in order:
0.719, 4.319, 3.433, 2.699, 0.847, 0.592